(1)
Molecular formula: C23H49N5O10V2
Method: DFT, ωB97M-V with the def2-TZVPD basis set

The charge is +2. As for the HOMO energy (alpha / beta): -12.729 / -12.729 eV. The calculation puts the HOMO-LUMO gap (alpha / beta) at 5.14 / 5.02 eV. The spin multiplicity is 7.

Structure (XYZ):
```
89
C23H49N5O10V2 | OMol25 | ωB97M-V with the def2-TZVPD basis set
V -1.3049 3.2223 1.8885
V 1.3214 1.5776 3.2413
C -3.6842 6.0253 -0.2140
C -2.9867 4.8978 0.4915
O -3.2668 4.6707 1.7271
O -1.9883 4.2610 0.0693
H -2.9815 6.8126 -0.4842
H -4.3480 6.5363 0.4802
H -4.2502 5.6259 -1.0539
C -0.5652 0.9847 -0.8206
C 0.6009 1.0026 0.1744
O 0.2553 1.8092 1.2826
H -1.3746 0.4192 -0.3306
H -0.3655 0.3409 -1.6774
H -1.0581 1.9319 -1.0329
H 1.4036 1.4500 -0.4212
H 0.8745 -0.0164 0.4492
C -3.2259 -4.8129 2.4117
C -2.1531 -4.3309 1.4266
O -0.9954 -4.6217 1.6412
N -2.6217 -3.5786 0.4008
C -1.7281 -2.8817 -0.5191
H -4.2557 -4.6398 2.0867
H -3.1807 -4.5956 3.4734
H -3.1040 -5.8866 2.2324
H -3.5581 -3.2251 0.4293
H -2.4152 -2.4048 -1.2240
H -1.1090 -3.5148 -1.1498
H -1.1485 -2.0740 -0.0666
C -0.3948 -2.0212 4.7518
C 0.6477 -1.6421 3.7139
O 0.9469 -0.4473 3.5036
N 1.2799 -2.6189 3.0781
C 2.3312 -2.4233 2.0814
H -1.3178 -1.5061 4.4976
H -0.0490 -1.8494 5.7666
H -0.5786 -3.0844 4.5895
H 1.1012 -3.6008 3.2204
H 1.8587 -2.1592 1.1342
H 2.7826 -3.4023 1.9343
H 3.0946 -1.7315 2.4287
C -4.4567 1.5364 -0.0928
C -3.6143 1.0327 1.0344
O -2.8320 1.7704 1.6437
N -3.8348 -0.2239 1.4449
C -3.1149 -0.8563 2.5467
H -5.4983 1.6002 0.2308
H -4.2821 0.9337 -0.9847
H -4.2878 2.5754 -0.3669
H -4.4203 -0.7760 0.8399
H -3.6686 -1.7097 2.9297
H -2.9489 -0.1406 3.3473
H -2.1594 -1.2339 2.1753
C 5.6179 1.2642 2.9504
C 4.4863 1.5988 1.9993
O 3.2797 1.3648 2.1774
N 4.8650 2.3235 0.9274
C 3.8688 3.1183 0.1990
H 5.7380 2.0242 3.7178
H 6.5210 1.0092 2.4025
H 5.2806 0.3417 3.4316
H 5.8525 2.5002 0.8446
H 3.4150 2.6919 -0.6915
H 4.3281 4.0514 -0.1252
H 3.0829 3.4003 0.8972
C -0.0531 -1.7143 -4.6291
C -1.3350 -1.1179 -5.1714
O -1.9057 -1.6400 -6.1093
N -1.8191 -0.0768 -4.4571
C -2.8730 0.7381 -4.9981
H 0.7709 -1.3576 -5.2518
H -0.0214 -2.7854 -4.8212
H 0.2094 -1.4255 -3.6117
H -1.3680 0.0907 -3.5791
H -3.5589 0.0942 -5.5450
H -2.6064 1.5716 -5.6567
H -3.4949 1.3221 -4.3113
O 2.0432 0.5151 -4.1550
C 2.9570 0.2759 -3.4391
O 3.7055 1.2815 -2.8376
C 4.5823 0.7212 -1.8553
C 4.7728 -0.6638 -2.4007
C 3.5208 -1.1066 -3.0136
H 4.0662 0.7145 -0.8939
H 5.5687 1.1819 -1.8823
H 4.9473 -1.2165 -1.4587
H 5.7445 -0.7904 -2.8767
H 2.8502 -1.5370 -2.2664
H 3.5905 -1.7708 -3.8696
```

Atom charges from the Mulliken analysis, given in e for atoms 1 to 2: 0.74, 0.99

(2)
Molecular formula: C23H50Cl16GaINO
Method: DFT, ωB97M-V with the def2-TZVPD basis set

The charge is -1. As for the HOMO energy: -4.111 eV. The calculation puts the HOMO-LUMO gap at 5.58 eV.

Structure (XYZ):
```
93
C23H50Cl16GaINO | OMol25 | ωB97M-V with the def2-TZVPD basis set
C -2.5508 -0.1895 -0.0235
C -2.1543 1.2945 0.0196
C -1.1330 1.6591 1.0989
N 0.1178 0.9205 1.0396
Ga 0.5057 -0.5254 2.2282
I 0.5204 0.5654 4.6447
C 2.3620 -1.2208 1.9243
C 2.5566 -1.8903 0.5731
O 3.2082 -0.9619 -0.2987
C 3.3883 -1.4157 -1.6180
C 2.1106 -1.3177 -2.4583
H -3.6280 -0.2861 -0.1662
H -2.2801 -0.6882 0.9075
H -2.0729 -0.7162 -0.8522
H -3.0493 1.9019 0.2029
H -1.7676 1.6193 -0.9529
H -0.9476 2.7425 0.9963
H -1.5821 1.5295 2.0908
H 0.3081 0.6854 0.0707
H -0.5569 -1.7310 2.2340
H 2.6047 -1.9050 2.7399
H 3.0646 -0.3849 1.9707
H 1.6060 -2.2062 0.1149
H 3.1970 -2.7874 0.6338
H 3.7899 -2.4402 -1.6173
H 4.1471 -0.7557 -2.0432
H 1.4738 -0.5358 -2.0439
H 2.3756 -1.0149 -3.4756
H 1.5396 -2.2448 -2.5074
Cl -5.9643 1.1930 -0.9395
C -6.6256 0.1028 -2.1864
C -6.9474 -1.2686 -1.6511
Cl -5.4861 -2.1930 -1.2209
H -5.9026 0.0500 -2.9968
H -7.5429 0.5503 -2.5609
H -7.4709 -1.8360 -2.4209
H -7.5716 -1.2040 -0.7630
Cl -8.9376 -0.0372 -4.6573
C -9.6867 -1.0732 -5.9011
C -10.0173 -2.4368 -5.3534
Cl -8.5484 -3.3709 -4.9569
H -8.9915 -1.1345 -6.7344
H -10.6002 -0.5800 -6.2292
H -10.5712 -3.0068 -6.0954
H -10.6135 -2.3680 -4.4476
Cl -11.9822 -4.0762 -2.4842
C -13.3662 -4.9956 -3.1278
C -13.2100 -5.2973 -4.5968
Cl -13.3094 -3.8179 -5.5922
H -14.2654 -4.4151 -2.9381
H -13.4169 -5.9300 -2.5715
H -14.0098 -5.9577 -4.9264
H -12.2497 -5.7639 -4.8014
Cl -0.8430 0.8670 -3.1183
C -0.1705 0.6815 -4.7494
C -1.1842 0.9584 -5.8294
Cl -2.4652 -0.2846 -5.9034
H 0.2318 -0.3258 -4.8311
H 0.6476 1.3970 -4.8350
H -0.6917 0.9604 -6.8004
H -1.6715 1.9169 -5.6699
Cl 5.1140 -0.2611 4.3891
C 5.9929 1.0790 3.6058
C 5.2524 2.3861 3.7236
Cl 3.7556 2.4106 2.7647
H 6.1503 0.8072 2.5643
H 6.9491 1.1670 4.1144
H 5.8883 3.1917 3.3566
H 4.9818 2.5838 4.7587
Cl 8.9109 3.0416 4.4383
C 10.3293 1.9688 4.5087
C 11.5585 2.6043 3.9134
Cl 11.4292 2.8138 2.1466
H 10.0701 1.0464 3.9943
H 10.5064 1.7557 5.5632
H 12.4195 1.9637 4.0963
H 11.7406 3.5843 4.3470
Cl 10.8080 1.4348 8.5449
C 9.3492 1.5389 9.5751
C 8.0843 1.2562 8.8083
Cl 7.7206 2.5321 7.6241
H 9.3325 2.5349 10.0096
H 9.4712 0.8005 10.3654
H 7.2478 1.2075 9.5036
H 8.1498 0.3148 8.2684
Cl 3.8438 2.2080 -3.0139
C 3.8228 2.8326 -1.3295
C 2.5776 2.4556 -0.5755
Cl 1.1320 3.2564 -1.2613
H 3.9323 3.9115 -1.4040
H 4.6899 2.4102 -0.8246
H 2.6637 2.7752 0.4613
H 2.4066 1.3831 -0.5787
```

Atom charges from the Mulliken analysis, given in e for atoms 1 to 2: -0.24, 0.11

(3)
Molecular formula: C23H50NO15P
Method: DFT, ωB97M-V with the def2-TZVPD basis set

The charge is -2. As for the HOMO energy: 1.822 eV. The value obtained for the energy relative to the best compared isomer or geometry (same formula, charge and spin) is 74.6 kcal/mol. The calculation puts the HOMO-LUMO gap at 1.89 eV.

Structure (XYZ):
```
90
C23H50NO15P | OMol25 | ωB97M-V with the def2-TZVPD basis set
N 33.5362 -25.2775 35.2560
H 33.2065 -24.5764 34.5604
H 34.4520 -25.3119 35.4411
H 33.2724 -26.0308 35.1428
H 32.9211 -24.8666 36.0662
P 30.5141 -25.1684 34.6073
O 31.2501 -25.7378 33.5462
O 30.7829 -25.8975 35.9238
O 29.0554 -25.1305 34.4706
O 30.8854 -23.7752 34.8655
O 35.1821 -26.7550 37.1000
C 35.0825 -28.0060 37.2986
O 34.0109 -28.6676 37.7087
C 32.7534 -28.1536 37.6874
C 31.5483 -29.2163 37.9195
C 36.2735 -28.9581 37.2373
H 32.6218 -27.6714 36.6530
H 32.6777 -27.2685 38.2057
H 31.8352 -29.6713 38.8842
H 31.6771 -30.0862 37.1778
H 30.5751 -28.7929 37.9879
H 35.6876 -29.7078 36.7800
H 36.5061 -29.3422 38.1570
H 37.1724 -28.6162 36.9157
O 31.2131 -23.3117 40.1901
C 32.2961 -23.9591 40.0325
O 33.0172 -24.3781 41.0043
C 32.7257 -24.0379 42.3874
C 33.5072 -25.1090 43.1344
C 32.6992 -24.4127 38.6738
H 31.7265 -23.8300 42.4569
H 33.3247 -23.1453 42.7312
H 33.3023 -24.9072 44.2374
H 34.8085 -24.9418 43.0625
H 33.2633 -26.1350 42.8382
H 33.8147 -24.9023 38.5831
H 32.9027 -23.5266 38.1720
H 31.8691 -24.8816 37.9741
O 33.7743 -19.5243 35.9575
C 34.0353 -20.2318 34.9634
O 35.2264 -19.9553 34.1890
C 35.6937 -18.6589 34.0691
C 37.0317 -18.6895 34.8069
C 33.4680 -21.5569 34.7524
H 35.0635 -17.7296 34.4040
H 35.8222 -18.5896 32.8298
H 37.5534 -17.6229 34.4898
H 37.4874 -19.5040 34.3880
H 36.6777 -18.9298 35.8870
H 32.8039 -21.4954 33.9969
H 32.8951 -21.8341 35.5669
H 34.3009 -22.2550 34.6153
O 35.6404 -23.7098 37.4458
C 36.5349 -23.7969 38.2593
O 37.7128 -23.0813 38.2437
C 37.9440 -22.1109 37.0867
C 39.1276 -21.3264 37.2978
C 36.4065 -24.4978 39.6341
H 37.1299 -21.3905 36.8340
H 37.9361 -22.6044 36.2255
H 39.9894 -21.9400 37.1220
H 39.0323 -20.7674 38.2573
H 39.1537 -20.4902 36.5347
H 36.9046 -25.4290 39.4679
H 35.3107 -24.5403 39.9820
H 37.0496 -23.8289 40.4322
O 34.7797 -23.7260 30.0957
C 34.3854 -23.7430 31.2700
O 35.1450 -23.7804 32.3777
C 36.5617 -23.7919 32.4185
C 36.8508 -23.1265 33.6979
C 32.9172 -23.7995 31.5714
H 37.1427 -23.2315 31.7768
H 36.9704 -24.8538 32.3006
H 36.2438 -22.1669 33.6896
H 37.8956 -22.8401 33.8695
H 36.5247 -23.7976 34.4964
H 32.3939 -23.3417 30.6865
H 32.6264 -23.3549 32.5601
H 32.6952 -24.9672 31.7641
C 34.1409 -28.4301 33.4593
C 35.1974 -27.5418 32.9085
O 36.1278 -26.9071 33.6958
C 35.2776 -27.3372 31.4245
H 34.0013 -28.6286 34.3538
H 34.2508 -29.4139 33.1584
H 33.2835 -27.9400 33.3096
H 35.6908 -28.3160 31.1808
H 35.9298 -26.5405 31.1754
H 34.2215 -27.2929 31.2470
```

Atom charges from the Mulliken analysis, given in e for atoms 1 to 2: 0.96, -0.41

(4)
Molecular formula: C23H51GeIrN4SSbSi3
Method: DFT, ωB97M-V with the def2-TZVPD basis set

The charge is +2. As for the HOMO energy (alpha / beta): -11.901 / -14.323 eV. The value obtained for the energy relative to the best compared isomer or geometry (same formula, charge and spin) is 0.0 kcal/mol. The calculation puts the HOMO-LUMO gap (alpha / beta) at 7.09 / 6.04 eV. The spin multiplicity is 6.

Structure (XYZ):
```
85
C23H51GeIrN4SSbSi3 | OMol25 | ωB97M-V with the def2-TZVPD basis set
Ir -0.3201 -0.3155 -0.2655
C 4.8658 -1.3194 3.5549
C 3.5247 -1.6140 2.9115
N 2.7973 -0.3642 2.6708
C 1.8021 -0.1782 1.8207
S 1.2220 -1.5171 0.8114
N 1.2833 1.0663 1.7876
N 0.3619 1.2125 0.8702
C -0.2201 2.4855 0.6324
C 0.1846 3.6817 1.4091
C -1.1444 2.4818 -0.4172
C -1.7939 3.6538 -0.8654
C -2.7081 3.5863 -1.8875
C -2.9869 2.3526 -2.4866
C -2.3188 1.2327 -2.0368
N -1.4309 1.2675 -1.0384
H 5.3876 -2.2536 3.7514
H 4.7428 -0.8038 4.5085
H 5.4911 -0.7125 2.9012
H 2.9093 -2.2491 3.5548
H 3.6462 -2.1246 1.9567
H 3.0645 0.4485 3.2158
H 0.8072 3.3986 2.2530
H -0.6892 4.2207 1.7794
H 0.7569 4.3736 0.7845
H -1.5583 4.5985 -0.3974
H -3.2045 4.4834 -2.2311
H -3.6959 2.2640 -3.2961
H -2.4858 0.2621 -2.4837
C -0.2244 -3.5667 -4.0870
Ge -1.0274 -2.8609 -2.4585
C -0.8193 -4.0882 -0.9551
C -2.8948 -2.3920 -2.7837
C 0.0384 -1.2174 -2.0725
H -0.7515 -4.4689 -4.3986
H 0.8229 -3.8189 -3.9263
H -0.2886 -2.8364 -4.8927
H -1.2773 -5.0539 -1.1712
H -1.2795 -3.6831 -0.0523
H 0.2404 -4.2584 -0.7574
H -3.4669 -3.2919 -3.0134
H -2.9801 -1.7284 -3.6453
H -3.3477 -1.9102 -1.9162
H -0.1338 -0.4772 -2.8597
H 1.0783 -1.5404 -2.1519
C -5.6440 -1.5522 -0.2367
Si -4.7539 -2.6960 0.9309
C -4.1788 -4.3031 0.2007
C -5.7681 -2.9885 2.4640
Sb -2.6191 -1.4367 1.7333
Si -3.4319 0.7816 2.8293
C -4.6507 0.3126 4.1592
C -4.2592 1.7619 1.4762
C -1.9724 1.6676 3.5797
Si -1.4780 -2.8697 3.5817
C -0.6100 -4.3233 2.8131
C -2.8563 -3.4502 4.6942
C -0.3216 -1.7160 4.4854
H -6.4809 -2.0988 -0.6810
H -5.0251 -1.1767 -1.0509
H -6.0598 -0.6990 0.3006
H -5.0556 -4.8830 -0.1009
H -3.6280 -4.8944 0.9344
H -3.5463 -4.1684 -0.6735
H -6.7062 -3.4461 2.1311
H -6.0242 -2.0773 3.0000
H -5.2960 -3.6815 3.1599
H -5.5861 -0.0599 3.7436
H -4.8858 1.2117 4.7367
H -4.2579 -0.4280 4.8567
H -5.1580 1.2574 1.1200
H -3.6082 1.9352 0.6212
H -4.5628 2.7358 1.8705
H -1.6590 1.1833 4.5048
H -2.2788 2.6864 3.8331
H -1.1051 1.7271 2.9235
H -1.3063 -4.9607 2.2657
H -0.1820 -4.9248 3.6207
H 0.1967 -4.0422 2.1393
H -3.4644 -4.2172 4.2132
H -3.5119 -2.6454 5.0278
H -2.4079 -3.9014 5.5844
H 0.3335 -1.1618 3.8123
H 0.3008 -2.2998 5.1694
H -0.8779 -0.9949 5.0849
```

Atom charges from the Mulliken analysis, given in e for atoms 1 to 2: 0.85, -1.49

(5)
Molecular formula: C23H51MoN3O3P4
Method: DFT, ωB97M-V with the def2-TZVPD basis set

The charge is +4. As for the HOMO energy (alpha / beta): -16.969 / -17.021 eV. The value obtained for the energy relative to the best compared isomer or geometry (same formula, charge and spin) is 16.7 kcal/mol. The calculation puts the HOMO-LUMO gap (alpha / beta) at 2.31 / 2.33 eV. The spin multiplicity is 3.

Structure (XYZ):
```
85
C23H51MoN3O3P4 | OMol25 | ωB97M-V with the def2-TZVPD basis set
P -1.4220 -3.3426 -2.5877
C -2.2614 -2.4509 -1.1834
H -2.4862 -3.1844 -0.3878
H -3.1808 -2.0167 -1.5973
H -1.6607 -1.6188 -0.7600
C -2.7441 -4.3261 -3.3631
H -2.4569 -4.5172 -4.4007
H -3.6417 -3.7060 -3.3876
H -2.8700 -5.2503 -2.7906
C -0.4716 -4.5474 -1.5280
H -1.2015 -5.2480 -1.0872
H 0.1138 -4.0424 -0.7349
H 0.2402 -5.0784 -2.1779
P 5.0301 -0.0291 1.5488
C 4.0337 0.1021 3.0440
H 4.7369 0.1989 3.8726
H 3.4285 -0.8176 3.0946
H 3.3744 0.9654 2.8963
C 6.4269 -1.1319 1.8586
H 7.0131 -1.2930 0.9426
H 6.0441 -2.1207 2.1494
H 7.0469 -0.7316 2.6531
C 5.6336 1.6237 1.0277
H 6.3287 2.0384 1.7812
H 4.7680 2.2923 0.8947
H 6.1187 1.5717 0.0350
P 0.0289 2.6788 -1.5983
C -1.3492 3.6735 -0.8400
H -1.9377 4.1162 -1.6639
H -0.9983 4.5074 -0.2208
H -1.9687 3.0167 -0.2259
C 0.3131 3.9705 -2.8097
H -0.6496 4.3263 -3.1892
H 0.9095 3.6596 -3.6491
H 0.7780 4.8186 -2.3162
C -0.7913 1.1504 -2.1662
H -1.5638 1.3265 -2.9412
H -1.3028 0.7084 -1.2924
H -0.0925 0.4070 -2.5627
Mo 3.1812 -1.2066 -2.6003
C 2.4292 -1.3693 -0.4290
O 1.6868 -1.0493 0.3956
C 1.2122 2.4714 -0.2389
O 1.8042 2.4574 0.7776
C 4.1031 0.4990 -3.1715
C 2.9069 0.2335 -3.9633
C 2.7161 -1.0696 -4.5678
C 3.6971 -2.0872 -4.3806
C 4.8568 -1.8127 -3.6160
C 5.0679 -0.5584 -2.9935
H 4.2610 1.4438 -2.6377
H 2.1409 0.9848 -4.0780
H 1.8144 -1.3436 -5.1017
H 3.5026 -3.0948 -4.7374
H 5.5177 -2.6305 -3.3818
H 5.8776 -0.3978 -2.2842
C -3.8640 -1.5498 3.1407
N -3.7509 -0.7925 1.8967
C -4.6274 -1.2080 0.7942
P -2.9175 0.6457 1.7898
O -2.3666 0.8394 0.4183
N -3.9369 1.8702 2.3766
C -3.3196 3.1910 2.5662
C -5.2984 1.9470 1.8452
N -1.7840 0.7219 3.0115
C -2.1458 0.8550 4.4283
C -0.4455 0.1729 2.7956
H -4.2832 -2.5387 2.9035
H -2.8721 -1.6943 3.6008
H -4.5247 -1.0410 3.8681
H -5.6874 -1.0467 1.0617
H -4.3943 -0.6289 -0.1135
H -4.4720 -2.2773 0.5785
H -2.2964 3.1054 2.9565
H -3.3040 3.7807 1.6363
H -3.9330 3.7426 3.2905
H -5.2939 2.1091 0.7493
H -5.8335 1.0151 2.0872
H -5.7852 2.7997 2.3428
H -2.1105 -0.1189 4.9473
H -1.4101 1.5250 4.8999
H -3.1448 1.2910 4.5620
H -0.4172 -0.9141 2.9977
H -0.1161 0.3343 1.7618
H 0.2427 0.6949 3.4782
```

Atom charges from the Mulliken analysis, given in e for atoms 1 to 2: 0.32, -0.63

| no. | total energy (eV) | maximum force (Eh/bohr) |
| --- | --- | --- |
| 1 | -103934.045 | 0.09281 |
| 2 | -289039.671 | 0.00560 |
| 3 | -66142.563 | 0.37136 |
| 4 | -130986.303 | 0.00271 |
| 5 | -74254.970 | 0.18201 |